(1)
This record from OMol25 describes C16H24N5O7PtSi as an isolated structure. The level of theory is the ωB97M-V functional and the def2-TZVPD basis.

Positions of all 54 atoms, in Å:
Pt: -0.09 -0.32 0.16
O: -3.82 1.68 -0.62
C: -2.94 1.02 -0.03
O: -1.70 1.08 -0.35
C: -3.36 0.08 1.17
O: -4.33 0.41 1.83
O: -2.55 -0.88 1.39
O: -2.89 2.05 -3.10
C: -3.56 0.93 -3.59
N: -2.89 0.43 -4.77
C: -2.07 -0.64 -4.88
O: -1.67 -1.04 -5.97
C: -1.66 -1.38 -3.64
C: -1.72 -2.77 -3.64
C: -1.30 -3.45 -2.52
C: -0.81 -2.74 -1.44
N: -0.72 -1.41 -1.45
C: -1.15 -0.73 -2.52
H: -3.13 2.10 -2.13
H: -4.59 1.17 -3.88
H: -3.61 0.13 -2.84
H: -2.97 0.97 -5.61
H: -2.08 -3.28 -4.52
H: -1.35 -4.53 -2.46
H: -0.48 -3.23 -0.54
H: -1.09 0.35 -2.46
C: 1.16 -3.19 1.74
Si: 1.67 -1.72 0.64
C: 2.55 -2.47 -0.86
C: 3.07 -0.93 1.65
H: 1.97 -3.92 1.81
H: 0.26 -3.71 1.41
H: 0.95 -2.83 2.76
H: 3.25 -3.25 -0.55
H: 3.12 -1.69 -1.38
H: 1.86 -2.90 -1.59
H: 3.88 -1.66 1.79
H: 2.74 -0.62 2.64
H: 3.49 -0.06 1.14
C: 0.00 2.03 5.07
N: 0.62 1.56 3.86
C: 1.50 2.44 3.10
C: 1.42 1.86 1.69
O: 2.11 2.21 0.77
N: 0.45 0.88 1.71
C: -0.03 0.77 2.96
N: -1.07 0.04 3.29
H: 0.77 2.45 5.72
H: -0.46 1.20 5.61
H: -0.77 2.79 4.88
H: 2.52 2.44 3.47
H: 1.11 3.46 3.10
H: -1.63 -0.48 2.54
H: -1.21 -0.21 4.25

The value obtained for the HOMO energy is -4.94 eV. The energy above the lowest of the compared OMol25 structures with the same formula, charge and spin comes out at 0.0 kJ/mol. The value obtained for the LUMO energy is 2.36 eV. The HOMO-LUMO gap comes out at 0.269 hartree. As for the total charge: -1.

The computed natural (NBO) charges, all in e, follow:
1 Pt 0.525
2 O -0.713
3 C 0.680
4 O -0.825
5 C 0.673
6 O -0.673
7 O -0.829
8 O -0.769
9 C 0.098
10 N -0.606
11 C 0.666
12 O -0.633
13 C -0.176
14 C -0.113
15 C -0.265
16 C 0.083
17 N -0.426
18 C 0.079
19 H 0.519
20 H 0.152
21 H 0.178
22 H 0.399
23 H 0.230
24 H 0.222
25 H 0.223
26 H 0.270
27 C -1.115
28 Si 1.250
29 C -1.119
30 C -1.124
31 H 0.211
32 H 0.217
33 H 0.223
34 H 0.213
35 H 0.232
36 H 0.219
37 H 0.215
38 H 0.211
39 H 0.241
40 C -0.402
41 N -0.418
42 C -0.321
43 C 0.681
44 O -0.570
45 N -0.608
46 C 0.668
47 N -0.776
48 H 0.207
49 H 0.203
50 H 0.198
51 H 0.220
52 H 0.213
53 H 0.473
54 H 0.390


(2)
This record from OMol25 describes a 13-piece molecular cluster, H25O13 overall in a non-equilibrium geometry. The level of theory is the ωB97M-V functional and the def2-TZVPD basis.

Positions of all 38 atoms, in Å:
O: 2.13 1.42 -2.18
H: 2.86 1.34 2.29
H: 0.20 -1.39 3.25
O: -1.39 0.51 -2.03
H: -1.87 -0.08 -1.45
H: 1.94 0.44 3.11
O: 0.35 -2.06 1.46
H: 0.89 -2.84 1.67
O: -0.40 2.99 -1.66
H: -0.55 3.50 -0.82
H: 0.53 2.72 -1.68
O: 0.77 -0.74 -3.06
H: 1.64 0.57 -2.12
H: 0.71 -1.21 -2.20
O: -0.44 3.58 0.89
H: -0.86 2.70 0.84
H: 0.21 3.40 1.58
O: 2.76 0.96 3.17
H: -1.21 -2.10 0.97
H: 1.00 -1.37 0.41
O: 0.15 -0.45 3.46
H: 0.18 -1.34 -3.53
H: -3.73 1.55 0.47
O: 1.55 -0.95 -0.41
H: -1.33 1.35 -1.54
H: -1.13 0.22 0.52
O: 0.78 -3.62 -1.46
H: 1.66 -3.24 -1.34
H: 0.18 -3.51 -0.72
O: -3.62 0.62 0.20
H: -3.94 0.60 -0.71
H: 2.23 -1.58 -0.64
O: -0.54 0.93 0.81
H: -1.91 -2.55 -0.16
H: -0.24 0.00 2.71
O: -2.03 -2.69 0.80
H: 0.26 0.59 0.36
H: 2.19 1.73 -1.27

The value obtained for the HOMO energy is -6.18 eV. The energy above the lowest of the compared OMol25 structures with the same formula, charge and spin comes out at 195.0 kJ/mol. The value obtained for the LUMO energy is 2.66 eV. The HOMO-LUMO gap comes out at 0.325 hartree. As for the total charge: -1.

The computed natural (NBO) charges, all in e, follow:
1 O -0.966
2 H 0.454
3 H 0.510
4 O -0.960
5 H 0.442
6 H 0.504
7 O -1.231
8 H 0.448
9 O -0.997
10 H 0.492
11 H 0.488
12 O -0.968
13 H 0.516
14 H 0.495
15 O -0.983
16 H 0.507
17 H 0.480
18 O -0.973
19 H 0.501
20 H 0.505
21 O -1.003
22 H 0.469
23 H 0.471
24 O -1.079
25 H 0.498
26 H 0.494
27 O -0.975
28 H 0.470
29 H 0.501
30 O -0.942
31 H 0.473
32 H 0.451
33 O -0.987
34 H 0.430
35 H 0.487
36 O -0.981
37 H 0.510
38 H 0.448


(3)
This record from OMol25 describes C5H9HoO3 as an isolated structure in a non-equilibrium geometry. The level of theory is the ωB97M-V functional and the def2-TZVPD basis.

Positions of all 18 atoms, in Å:
H: 3.10 -4.12 -2.05
O: 2.61 -1.16 -1.38
C: 2.23 -2.23 -1.84
H: 1.18 -2.53 -1.73
H: 2.70 -3.33 -3.56
C: 3.13 -3.15 -2.56
H: 4.15 -2.76 -2.63
C: 0.06 2.20 1.01
O: -0.69 1.23 0.44
Ho: 1.64 0.67 -0.15
O: -0.72 2.99 1.63
C: -2.28 2.21 1.19
C: -2.81 1.38 2.34
H: -2.68 1.87 0.22
H: -2.74 3.20 1.16
H: -2.54 0.32 2.23
H: -3.91 1.46 2.36
H: -2.41 1.72 3.30

As for the spin multiplicity: 5. The value obtained for the HOMO energy (alpha / beta) is -17.09 / -17.10 eV. The energy above the lowest of the compared OMol25 structures with the same formula, charge and spin comes out at 38.7 kJ/mol. The value obtained for the LUMO energy (alpha / beta) is -10.58 / -10.35 eV. The HOMO-LUMO gap (alpha / beta) comes out at 0.239 / 0.248 hartree. As for the total charge: +2.

The computed natural (NBO) charges, all in e, follow:
1 H 0.306
2 O -0.790
3 C 0.561
4 H 0.170
5 H 0.306
6 C -0.752
7 H 0.272
8 C 0.252
9 O -0.809
10 Ho 2.475
11 O -0.452
12 C -0.052
13 C -0.663
14 H 0.226
15 H 0.217
16 H 0.212
17 H 0.275
18 H 0.245


(4)
This record from OMol25 describes a 7-piece molecular cluster, C15H44O7 overall in a non-equilibrium geometry. The level of theory is the ωB97M-V functional and the def2-TZVPD basis.

Positions of all 66 atoms, in Å:
C: 0.50 -0.43 0.68
C: -0.83 0.17 0.38
C: -1.67 -0.75 -0.51
O: -1.52 0.46 1.50
H: 1.15 0.33 1.12
H: 0.97 -0.84 -0.22
H: 0.46 -1.21 1.43
H: -0.88 1.06 -0.24
H: -1.09 -0.85 -1.43
H: -2.61 -0.22 -0.64
H: -1.82 -1.72 -0.03
H: -1.04 1.12 2.00
C: -1.98 2.26 -3.26
C: -0.89 3.01 -4.03
C: 0.44 3.26 -3.23
O: -0.72 2.21 -5.19
H: -2.13 2.59 -2.23
H: -1.69 1.21 -3.21
H: -2.93 2.27 -3.78
H: -1.28 3.95 -4.41
H: 1.02 2.40 -2.89
H: 0.16 3.82 -2.34
H: 1.10 3.89 -3.83
H: -1.56 1.83 -5.43
C: 3.72 -1.52 2.44
C: 4.55 -1.11 1.27
C: 3.92 -1.37 -0.02
O: 4.73 0.27 1.26
H: 2.69 -1.18 2.35
H: 4.14 -1.18 3.39
H: 3.55 -2.59 2.43
H: 5.58 -1.49 1.28
H: 4.45 -0.94 -0.87
H: 2.92 -1.00 -0.25
H: 3.81 -2.45 0.02
H: 4.91 0.55 2.16
C: -4.03 -0.21 5.04
C: -2.83 -0.06 4.14
C: -1.45 0.01 4.86
O: -2.78 -1.16 3.27
H: -4.30 0.77 5.43
H: -3.83 -0.88 5.88
H: -4.85 -0.63 4.47
H: -3.11 0.88 3.66
H: -1.21 0.80 5.57
H: -0.74 0.04 4.03
H: -1.25 -0.93 5.37
H: -2.32 -0.85 2.49
C: -0.62 -2.31 -4.84
O: -0.16 -3.52 -5.42
H: -1.63 -2.09 -5.21
H: -0.60 -2.45 -3.76
H: 0.05 -1.51 -5.17
H: 0.39 -3.29 -6.17
C: -1.81 3.22 3.25
O: -0.56 2.76 2.83
H: -2.10 2.97 4.27
H: -1.82 4.29 3.05
H: -2.59 2.83 2.59
H: -0.47 3.25 2.01
C: 2.41 -2.57 -2.85
O: 3.05 -3.79 -3.11
H: 1.68 -2.86 -2.09
H: 3.00 -1.79 -2.37
H: 2.00 -2.27 -3.81
H: 2.36 -4.46 -3.07

As for the spin multiplicity: 2. The value obtained for the HOMO energy (alpha / beta) is -11.90 / -11.90 eV. The energy above the lowest of the compared OMol25 structures with the same formula, charge and spin comes out at 304.7 kJ/mol. The value obtained for the LUMO energy (alpha / beta) is -2.55 / -9.38 eV. The HOMO-LUMO gap (alpha / beta) comes out at 0.344 / 0.092 hartree. As for the total charge: +1.

The computed natural (NBO) charges, all in e, follow:
1 C -0.647
2 C 0.080
3 C -0.612
4 O -0.772
5 H 0.224
6 H 0.235
7 H 0.207
8 H 0.170
9 H 0.229
10 H 0.216
11 H 0.196
12 H 0.507
13 C -0.640
14 C 0.104
15 C -0.627
16 O -0.723
17 H 0.197
18 H 0.204
19 H 0.212
20 H 0.166
21 H 0.212
22 H 0.200
23 H 0.229
24 H 0.466
25 C -0.629
26 C 0.072
27 C -0.624
28 O -0.721
29 H 0.195
30 H 0.212
31 H 0.219
32 H 0.176
33 H 0.234
34 H 0.197
35 H 0.211
36 H 0.459
37 C -0.632
38 C 0.030
39 C -0.587
40 O -0.196
41 H 0.249
42 H 0.243
43 H 0.250
44 H 0.276
45 H 0.279
46 H 0.236
47 H 0.248
48 H 0.527
49 C -0.248
50 O -0.727
51 H 0.167
52 H 0.166
53 H 0.173
54 H 0.471
55 C -0.264
56 O -0.721
57 H 0.181
58 H 0.198
59 H 0.158
60 H 0.484
61 C -0.242
62 O -0.720
63 H 0.149
64 H 0.178
65 H 0.170
66 H 0.468


(5)
This record from OMol25 describes a 2-piece molecular cluster, C25H23ClN2O7 overall in a non-equilibrium geometry. The level of theory is the ωB97M-V functional and the def2-TZVPD basis.

Positions of all 58 atoms, in Å:
C: -4.90 -3.89 -1.28
C: -5.07 -2.44 -1.20
C: -6.04 -1.71 -1.92
C: -6.43 -0.42 -1.78
O: -7.32 0.03 -2.50
O: -5.76 0.22 -0.81
C: -4.82 -0.41 0.02
C: -4.04 0.55 0.61
C: -3.05 0.02 1.41
C: -2.65 -1.42 1.35
C: -3.45 -1.98 0.52
C: -4.54 -1.56 -0.38
H: -3.11 -3.40 0.31
Cl: -1.37 -1.93 2.33
O: -2.27 0.65 2.28
C: -2.47 2.04 2.64
C: -1.93 2.67 1.30
O: -2.76 3.56 0.79
N: -0.62 2.70 0.73
C: 0.26 1.81 1.54
H: 0.86 2.37 2.01
C: 1.06 1.22 0.52
N: 1.86 2.27 -0.33
C: 2.91 2.03 -0.95
O: 3.47 3.04 -2.03
C: 3.66 0.58 -1.13
C: 4.80 0.32 -2.04
H: 4.56 0.95 -3.09
O: 5.22 -0.85 -1.99
C: 5.45 -1.44 -0.80
C: 6.21 -2.43 -0.80
C: 6.33 -3.18 0.35
C: 5.78 -2.58 1.63
C: 4.94 -1.62 1.47
C: 4.75 -0.95 0.27
O: 3.99 0.42 0.23
H: 4.50 -1.06 2.18
H: 5.89 -3.06 2.84
H: 6.95 -4.00 0.58
H: 6.55 -2.81 -1.54
H: 5.63 1.12 -1.50
H: 2.68 -0.08 -1.25
C: 1.12 3.42 -0.38
H: 1.50 3.84 -1.28
C: -0.40 3.35 -0.48
H: -0.64 4.19 -0.45
H: -0.52 2.61 -1.25
H: 1.67 3.90 0.50
H: 0.58 0.61 -0.41
H: 1.77 0.55 0.90
H: -0.16 1.02 1.96
H: -1.75 2.41 3.31
H: -3.25 2.41 2.63
H: -4.21 1.49 0.87
H: -6.71 -2.40 -2.48
H: -5.59 -4.23 -1.88
H: -5.10 -4.47 -0.49
H: -4.01 -4.04 -1.65

The value obtained for the HOMO energy is -8.71 eV. The energy above the lowest of the compared OMol25 structures with the same formula, charge and spin comes out at 2187.7 kJ/mol. The value obtained for the LUMO energy is -0.41 eV. The HOMO-LUMO gap comes out at 0.305 hartree.

The computed natural (NBO) charges, all in e, follow:
1 C -0.634
2 C 0.124
3 C -0.286
4 C 0.692
5 O -0.573
6 O -0.447
7 C 0.359
8 C -0.351
9 C 0.364
10 C -0.173
11 C -0.062
12 C -0.210
13 H 0.164
14 Cl 0.072
15 O -0.498
16 C -0.074
17 C 0.645
18 O -0.660
19 N -0.426
20 C -0.257
21 H 0.197
22 C -0.199
23 N -0.385
24 C 0.662
25 O -0.789
26 C 0.035
27 C -0.075
28 H 0.264
29 O -0.477
30 C 0.227
31 C -0.241
32 C -0.163
33 C -0.184
34 C -0.281
35 C 0.243
36 O -0.526
37 H 0.219
38 H 0.225
39 H 0.217
40 H 0.212
41 H 0.148
42 H 0.167
43 C -0.246
44 H 0.275
45 C -0.162
46 H 0.206
47 H 0.205
48 H 0.211
49 H 0.211
50 H 0.239
51 H 0.250
52 H 0.214
53 H 0.175
54 H 0.253
55 H 0.216
56 H 0.225
57 H 0.235
58 H 0.226


(6)
This record from OMol25 describes one molecule with the formula C4H6N2O in a non-equilibrium geometry. The level of theory is the ωB97M-V functional and the def2-TZVPD basis.

Positions of all 13 atoms, in Å:
C: -1.56 0.72 0.43
C: -0.51 0.37 -0.62
N: -0.68 0.68 -1.87
O: 0.52 0.17 -2.48
N: 1.42 -0.38 -1.52
C: 0.77 -0.30 -0.40
C: 1.31 -0.82 0.86
H: -1.41 0.15 1.33
H: -1.48 1.79 0.71
H: -2.58 0.55 0.05
H: 2.32 -1.17 0.72
H: 1.22 -0.05 1.64
H: 0.67 -1.70 1.14

The value obtained for the HOMO energy is -10.50 eV. The energy above the lowest of the compared OMol25 structures with the same formula, charge and spin comes out at 272.1 kJ/mol. Its structure (SMILES) is Cc1nonc1C. The value obtained for the LUMO energy is 0.80 eV. The HOMO-LUMO gap comes out at 0.415 hartree.

The computed natural (NBO) charges, all in e, follow:
1 C -0.654
2 C 0.122
3 N -0.072
4 O -0.201
5 N -0.071
6 C 0.116
7 C -0.651
8 H 0.223
9 H 0.237
10 H 0.243
11 H 0.247
12 H 0.230
13 H 0.232


(7)
This record from OMol25 describes C9H14F12KN3O9S4 as an isolated structure in a non-equilibrium geometry. The level of theory is the ωB97M-V functional and the def2-TZVPD basis.

Positions of all 52 atoms, in Å:
K: -0.82 -1.40 0.89
C: 1.45 2.94 -0.97
N: 0.36 3.95 -1.43
C: 0.23 5.02 -0.32
C: 0.94 4.49 -2.71
C: -0.94 3.27 -1.92
C: -1.73 2.82 -0.70
O: -1.24 1.66 -0.09
H: 1.22 2.55 0.02
H: 2.45 3.38 -0.92
H: 1.32 2.12 -1.68
H: -0.22 4.76 0.64
H: -0.36 5.85 -0.71
H: 1.20 5.49 -0.17
H: 2.02 4.66 -2.61
H: 0.47 5.47 -2.68
H: 0.77 3.85 -3.57
H: -0.59 2.50 -2.61
H: -1.48 4.05 -2.47
H: -2.79 2.68 -0.89
H: -1.87 3.56 0.09
H: -1.93 1.31 0.47
C: -1.27 -1.63 -3.53
F: -2.15 -2.27 -4.28
F: -0.14 -1.52 -4.17
F: -1.70 -0.56 -2.78
S: -0.52 -3.03 -2.28
O: -0.12 -4.05 -3.21
O: 0.62 -2.46 -1.60
N: -1.76 -3.34 -1.10
S: -1.96 -4.82 -1.24
O: -2.60 -5.11 -2.56
O: -0.75 -5.64 -0.96
C: -3.19 -5.31 0.19
F: -3.13 -6.72 0.34
F: -2.88 -4.68 1.31
F: -4.43 -4.93 -0.13
C: 0.44 -1.71 5.52
F: 0.98 -0.52 5.76
F: 0.58 -2.41 6.63
F: -0.86 -1.60 5.35
S: 1.21 -2.65 3.93
O: 2.48 -3.21 4.31
O: 0.23 -3.71 3.54
N: 1.29 -1.42 2.71
S: 2.82 -1.17 2.53
O: 3.46 -0.63 3.73
O: 3.53 -2.28 1.81
C: 2.87 0.32 1.31
F: 1.84 0.27 0.44
F: 2.62 1.49 2.01
F: 4.06 0.31 0.73

As for the spin multiplicity: 2. The value obtained for the HOMO energy (alpha / beta) is -11.39 / -11.39 eV. The value obtained for the LUMO energy (alpha / beta) is -3.63 / -7.92 eV. The HOMO-LUMO gap (alpha / beta) comes out at 0.285 / 0.127 hartree. As for the total charge: +1.

The computed natural (NBO) charges, all in e, follow:
1 K 0.955
2 C -0.408
3 N -0.212
4 C -0.427
5 C -0.413
6 C -0.220
7 C -0.104
8 O -0.727
9 H 0.252
10 H 0.243
11 H 0.221
12 H 0.256
13 H 0.227
14 H 0.247
15 H 0.240
16 H 0.225
17 H 0.242
18 H 0.239
19 H 0.244
20 H 0.205
21 H 0.191
22 H 0.478
23 C 0.858
24 F -0.269
25 F -0.267
26 F -0.314
27 S 2.027
28 O -0.830
29 O -0.889
30 N -0.994
31 S 2.058
32 O -0.642
33 O -0.666
34 C 0.808
35 F -0.293
36 F -0.285
37 F -0.285
38 C 0.797
39 F -0.305
40 F -0.300
41 F -0.318
42 S 2.085
43 O -0.859
44 O -0.924
45 N -1.262
46 S 2.147
47 O -0.909
48 O -0.896
49 C 0.750
50 F -0.356
51 F -0.338
52 F -0.282